# C51H97N6NiO12

C51H97N6NiO12 as an isolated structure in a non-equilibrium geometry (ωB97M-V with the def2-TZVPD basis set, OMol25).

HOMO level (alpha / beta)	-4.83 / -4.78	eV
2S+1	3
charge	-1
energy relative to the best compared isomer or geometry (same formula, charge and spin)	0.000	eV
expectation value of S²	2.004
orbital gap (alpha / beta)	6.729 / 6.681	eV

```
167
Properties=species:S:1:pos:R:3:mulliken_charge:R:1
Ni 1.096 20.119 -9.109 2.56
N 1.150 17.547 -8.993 0.23
O 1.296 16.343 -8.924 0.53
O 2.129 18.294 -9.318 -0.40
O 0.168 18.182 -8.537 -0.62
C -0.801 21.370 -12.409 -0.33
C 0.034 21.138 -11.378 0.10
C 1.545 21.264 -11.545 0.27
O 2.239 20.801 -10.558 -0.80
C 2.068 21.672 -12.733 -0.47
C 1.216 21.997 -13.831 0.28
C -0.299 21.826 -13.668 0.42
O -1.031 22.110 -14.599 -0.69
O 1.661 22.424 -14.883 -0.70
O -0.391 20.777 -10.203 -1.03
H -1.865 21.256 -12.264 0.45
H 3.144 21.624 -12.830 0.40
C -0.980 20.894 -6.986 -2.10
C 0.336 21.137 -6.234 1.43
C 0.559 19.905 -5.363 -0.51
C 1.919 19.844 -4.702 -1.15
C 3.043 19.985 -5.751 -0.65
C 2.867 21.165 -6.716 1.49
N 1.459 21.183 -7.186 1.62
O 1.268 22.223 -8.150 -0.46
C 3.282 22.446 -5.951 -1.65
C 3.819 20.953 -7.889 -1.93
C 0.174 22.408 -5.382 -1.49
H -0.910 19.987 -7.581 -0.10
H -1.147 21.716 -7.693 0.49
H -1.853 20.955 -6.339 0.51
H -0.249 19.796 -4.634 0.61
H 0.449 19.010 -5.990 -0.55
H 2.089 18.925 -4.139 0.50
H 2.041 20.625 -3.939 0.40
H 3.062 19.033 -6.286 -0.59
H 3.955 20.154 -5.178 0.56
H 3.070 22.361 -4.887 0.38
H 4.351 22.619 -6.066 0.53
H 2.790 23.328 -6.368 0.13
H 3.583 20.039 -8.434 -0.09
H 3.748 21.770 -8.607 0.52
H 4.825 20.882 -7.480 0.65
H 0.954 22.435 -4.622 0.33
H -0.816 22.498 -4.946 0.48
H 0.335 23.325 -5.960 0.22
H 1.259 23.066 -7.671 0.33
C 3.108 11.403 -7.924 -1.79
C 1.918 11.740 -8.809 2.15
C 1.310 10.382 -9.222 -1.42
C -0.096 10.499 -9.798 -0.56
C -0.950 11.163 -8.721 -1.50
C -0.471 12.564 -8.363 2.05
N 0.934 12.463 -8.032 0.24
O 1.456 13.633 -7.440 -0.56
C -0.821 13.547 -9.489 -0.81
C -1.234 12.962 -7.099 -2.54
C 2.384 12.470 -10.087 -1.52
H 3.835 10.761 -8.421 0.40
H 2.776 10.936 -6.994 0.49
H 3.636 12.312 -7.620 0.16
H 1.940 9.836 -9.925 0.42
H 1.214 9.811 -8.292 0.40
H -0.578 9.548 -10.025 0.40
H -0.118 11.153 -10.672 0.30
H -0.959 10.527 -7.822 0.44
H -2.023 11.146 -8.951 0.40
H -0.375 13.286 -10.453 0.32
H -1.867 13.662 -9.793 0.65
H -0.496 14.546 -9.188 -0.30
H -1.158 14.034 -6.896 0.21
H -2.309 12.777 -7.192 0.38
H -0.911 12.447 -6.194 0.47
H 3.309 12.027 -10.459 0.58
H 2.555 13.539 -9.950 0.09
H 1.610 12.369 -10.847 0.19
H 1.475 14.299 -8.145 0.20
C 6.614 13.875 -5.715 -1.75
C 7.262 15.148 -6.277 1.73
C 8.127 14.734 -7.484 -1.19
C 7.300 14.474 -8.737 -0.81
C 6.463 15.671 -9.147 -0.79
C 5.588 16.153 -7.983 2.08
N 6.337 16.163 -6.734 0.35
O 5.583 16.699 -5.661 -0.45
C 5.161 17.591 -8.269 -0.65
C 4.306 15.288 -7.914 -0.61
C 8.209 15.754 -5.259 -2.02
H 7.349 13.242 -5.214 0.48
H 6.070 13.293 -6.456 0.28
H 5.901 14.142 -4.924 0.33
H 8.805 15.557 -7.726 0.37
H 8.676 13.815 -7.278 0.47
H 6.642 13.609 -8.586 0.18
H 7.946 14.177 -9.570 0.51
H 5.804 15.370 -9.963 0.02
H 7.060 16.495 -9.549 0.48
H 6.004 18.273 -8.150 0.69
H 4.743 17.678 -9.274 0.18
H 4.368 17.951 -7.611 -0.95
H 3.864 15.100 -8.890 -0.45
H 4.469 14.316 -7.445 -0.08
H 3.567 15.809 -7.297 0.01
H 8.916 15.029 -4.843 0.40
H 7.682 16.157 -4.391 0.38
H 8.815 16.551 -5.692 0.39
H 4.826 16.104 -5.560 0.37
C -0.982 16.806 -11.723 -1.90
C 0.048 16.703 -12.847 1.99
C 0.165 18.064 -13.521 -1.00
C 1.392 18.218 -14.398 -1.14
C 2.645 18.013 -13.556 -1.06
C 2.648 16.650 -12.854 2.07
N 1.344 16.375 -12.262 1.03
O 1.319 15.179 -11.521 -0.09
C 3.014 15.539 -13.878 -2.04
C 3.721 16.652 -11.765 -1.90
C -0.437 15.626 -13.836 -1.87
H -1.122 15.847 -11.220 0.11
H -0.614 17.458 -10.926 -0.06
H -1.905 17.232 -12.117 0.61
H -0.742 18.306 -14.080 0.68
H 0.233 18.807 -12.716 -0.38
H 1.401 17.493 -15.218 0.44
H 1.418 19.220 -14.831 0.66
H 2.677 18.785 -12.778 0.01
H 3.547 18.081 -14.167 0.51
H 2.397 15.625 -14.773 0.40
H 2.761 14.569 -13.445 0.14
H 4.070 15.598 -14.146 0.50
H 3.743 15.684 -11.258 0.37
H 3.505 17.416 -11.018 -0.53
H 4.682 16.811 -12.256 0.68
H -1.426 15.910 -14.206 0.51
H 0.191 15.613 -14.730 0.37
H -0.432 14.645 -13.365 0.14
H 1.509 15.461 -10.616 -0.23
C -5.359 17.295 -8.274 -2.01
C -4.869 15.891 -7.868 2.24
C -3.358 15.796 -8.069 -0.03
C -2.524 16.646 -7.116 0.28
C -2.939 16.344 -5.684 -1.65
C -4.465 16.289 -5.402 1.79
N -5.108 15.527 -6.474 0.31
O -6.513 15.467 -6.191 -0.58
C -4.666 15.520 -4.093 -1.96
C -4.953 17.734 -5.221 -1.71
C -5.520 14.872 -8.788 -2.16
H -4.722 18.113 -7.959 0.26
H -6.353 17.460 -7.843 0.40
H -5.506 17.337 -9.354 0.42
H -3.030 14.760 -7.956 -0.80
H -3.197 16.032 -9.126 0.25
H -2.630 17.698 -7.389 0.13
H -1.487 16.353 -7.278 0.09
H -2.586 17.065 -4.941 0.47
H -2.466 15.396 -5.403 0.29
H -4.067 15.997 -3.315 0.36
H -5.718 15.552 -3.818 0.42
H -4.311 14.500 -4.229 0.43
H -4.464 18.131 -4.327 0.48
H -4.735 18.428 -6.024 0.25
H -6.031 17.747 -5.038 0.37
H -6.604 14.846 -8.764 0.51
H -5.050 13.893 -8.610 0.38
H -5.125 15.013 -9.801 0.43
H -6.729 14.546 -6.363 0.35
```